{
  "formula": "C54H123N5O10",
  "method": "wB97M-V/def2-TZVPD",
  "orbital_gap_ev": 8.37,
  "energy_ha": -3157.288794,
  "smiles": "CCN(CC)CC.CCN(CC)CC.CCN(CC)CC.CCN(CC)CC.CCN(CC)CC.CCOC(C)=O.CCOC(C)=O.CCOC(C)=O.CC(C)=O.CC(C)=O.CC(C)=O.CC(C)=O",
  "de_lowest_kcal_mol": 0.00,
  "largest_force_ev_per_a": 4.0,
  "homo_ha": -0.2901,
  "species": ["C", "C", "N", "C", "C", "C", "C", "H", "H", "H", "H", "H", "H", "H", "H", "H", "H", "H", "H", "H", "H", "H", "C", "C", "N", "C", "C", "C", "C", "H", "H", "H", "H", "H", "H", "H", "H", "H", "H", "H", "H", "H", "H", "H", "C", "C", "N", "C", "C", "C", "C", "H", "H", "H", "H", "H", "H", "H", "H", "H", "H", "H", "H", "H", "H", "H", "C", "C", "N", "C", "C", "C", "C", "H", "H", "H", "H", "H", "H", "H", "H", "H", "H", "H", "H", "H", "H", "H", "C", "C", "N", "C", "C", "C", "C", "H", "H", "H", "H", "H", "H", "H", "H", "H", "H", "H", "H", "H", "H", "H", "C", "C", "O", "C", "C", "O", "H", "H", "H", "H", "H", "H", "H", "H", "C", "C", "O", "C", "C", "O", "H", "H", "H", "H", "H", "H", "H", "H", "C", "C", "O", "C", "C", "O", "H", "H", "H", "H", "H", "H", "H", "H", "C", "C", "C", "O", "H", "H", "H", "H", "H", "H", "C", "C", "C", "O", "H", "H", "H", "H", "H", "H", "C", "C", "C", "O", "H", "H", "H", "H", "H", "H", "C", "C", "C", "O", "H", "H", "H", "H", "H", "H"],
  "positions_angstrom": [[-3.9949, 2.5470, 1.8043], [-4.5940, 1.2546, 1.2725], [-5.9690, 1.1860, 1.7769], [-6.9208, 2.1687, 1.2578], [-8.1871, 2.2962, 2.0386], [-6.5506, -0.1274, 1.6162], [-5.9580, -1.1887, 2.4710], [-4.7387, 3.2875, 1.7349], [-3.0460, 2.8405, 1.2819], [-3.7183, 2.3989, 2.8363], [-4.5905, 1.3613, 0.1477], [-4.0654, 0.3950, 1.5267], [-6.4530, 3.1357, 1.3223], [-7.0360, 2.0546, 0.2137], [-8.7320, 3.2451, 1.9448], [-8.8991, 1.5548, 1.8845], [-7.9567, 2.1563, 3.0762], [-6.4788, -0.4923, 0.6159], [-7.5919, -0.0783, 1.9046], [-4.9524, -1.4980, 2.1998], [-6.5054, -2.0649, 2.3566], [-6.0095, -0.9127, 3.5262], [-0.2739, -8.0365, -3.1246], [-1.0905, -8.8701, -2.1320], [-1.7031, -8.2349, -0.9667], [-2.5690, -7.1441, -1.2965], [-3.7282, -7.4448, -2.2682], [-0.6715, -7.6526, -0.0529], [0.2980, -8.7007, 0.5583], [0.1435, -8.6725, -3.8732], [0.5992, -7.5582, -2.6589], [-0.8517, -7.2344, -3.5959], [-1.8640, -9.3440, -2.6669], [-0.5078, -9.7007, -1.7971], [-3.1162, -6.8599, -0.3384], [-2.0184, -6.2555, -1.6496], [-4.3033, -6.5434, -2.3378], [-3.5348, -7.8277, -3.2570], [-4.4375, -8.2444, -1.8978], [-1.1908, -7.3003, 0.8300], [-0.1791, -6.8255, -0.6011], [0.9171, -9.1893, -0.2313], [-0.3238, -9.5053, 0.8439], [0.9770, -8.3232, 1.3371], [-1.4155, 1.2553, -3.3414], [-2.8153, 1.7873, -3.0727], [-3.9053, 0.9553, -3.6576], [-5.2106, 1.5949, -3.3138], [-6.4695, 0.9700, -3.8877], [-3.7965, -0.4901, -3.3611], [-3.7682, -0.8290, -1.8265], [-0.8359, 2.0885, -3.4713], [-1.3444, 0.5590, -4.1746], [-1.0289, 0.6866, -2.4673], [-3.0865, 1.9127, -2.0032], [-2.8970, 2.8344, -3.4696], [-5.2825, 1.5477, -2.1578], [-5.1851, 2.6407, -3.6617], [-6.7521, -0.0024, -3.4630], [-7.3423, 1.6543, -3.6487], [-6.3735, 0.8766, -4.9624], [-2.9286, -0.8943, -3.8721], [-4.7388, -0.9095, -3.7570], [-2.8291, -0.5688, -1.3397], [-3.7521, -1.8867, -1.7759], [-4.5834, -0.4964, -1.2632], [2.6046, 1.2643, -0.9950], [2.3576, 0.1640, 0.0321], [1.1137, 0.1510, 0.8666], [0.5458, 1.4619, 1.2785], [1.5082, 2.3015, 2.1393], [0.1460, -0.7515, 0.2568], [-1.0278, -1.2149, 1.1550], [1.7428, 1.5016, -1.6965], [3.4169, 0.9091, -1.6468], [2.8950, 2.2015, -0.5653], [2.5232, -0.8027, -0.5398], [3.2192, 0.1387, 0.6492], [0.2349, 2.0849, 0.3870], [-0.2773, 1.1903, 1.9731], [1.9214, 1.7213, 2.9965], [2.3369, 2.5096, 1.4926], [1.0977, 3.2440, 2.4866], [0.7505, -1.5949, -0.0465], [-0.2947, -0.3170, -0.6610], [-1.6361, -0.3637, 1.5022], [-0.5339, -1.7209, 2.0016], [-1.7002, -1.8924, 0.5662], [7.0820, 6.5961, 1.1462], [6.5879, 5.7012, -0.0719], [5.1690, 5.6601, -0.3101], [4.8444, 5.3844, -1.6988], [5.3397, 6.5211, -2.6558], [4.3113, 5.0554, 0.6074], [2.8659, 5.6922, 0.7124], [7.0592, 7.6874, 0.8956], [8.1487, 6.4079, 1.3293], [6.4667, 6.4636, 2.0374], [7.1292, 6.0284, -1.0408], [6.9925, 4.6640, 0.0846], [5.3125, 4.4245, -1.9962], [3.7535, 5.3522, -1.8821], [5.1180, 7.4872, -2.1682], [6.4127, 6.4055, -2.9159], [4.7076, 6.4578, -3.5528], [4.7491, 5.0881, 1.6333], [4.1777, 3.9375, 0.4379], [2.9702, 6.7185, 1.1037], [2.3799, 5.0729, 1.4343], [2.3222, 5.6940, -0.2753], [1.7711, -0.6890, 4.2445], [2.0297, -2.1590, 4.4909], [1.2516, -3.0465, 3.6886], [1.6165, -3.3222, 2.4531], [0.6691, -4.1306, 1.7032], [2.7120, -2.9591, 2.0165], [0.8955, -0.2887, 4.7108], [1.8444, -0.4477, 3.1766], [2.5630, -0.1616, 4.7261], [3.0477, -2.4604, 4.3143], [1.7267, -2.5116, 5.5056], [-0.3796, -4.0016, 1.9477], [0.8059, -5.1418, 2.1166], [0.8817, -4.1880, 0.6498], [5.1655, -2.1054, -1.4519], [5.3874, -3.4871, -0.9034], [6.6322, -3.4865, -0.1740], [7.7015, -4.1603, -0.6005], [8.8480, -3.9590, 0.3598], [7.7096, -4.9101, -1.5502], [4.2143, -2.0660, -1.9601], [5.8785, -1.8473, -2.1802], [5.2318, -1.3820, -0.6246], [4.5213, -3.7296, -0.2225], [5.4593, -4.2551, -1.6906], [9.8022, -3.9372, -0.1152], [8.9318, -4.8069, 1.1030], [8.7597, -2.9403, 0.8163], [-5.2461, 6.6913, -0.6789], [-5.1003, 5.5545, 0.3091], [-4.0524, 5.8620, 1.2865], [-2.8315, 5.4405, 0.8886], [-1.7935, 5.8864, 1.8415], [-2.6237, 4.8492, -0.1610], [-4.2909, 6.8681, -1.1491], [-5.6337, 7.5725, -0.1955], [-6.0396, 6.4746, -1.4668], [-5.9932, 5.4115, 0.9381], [-4.8914, 4.5528, -0.2051], [-2.1164, 6.8572, 2.3166], [-0.7828, 5.8716, 1.4108], [-1.8537, 5.2160, 2.6919], [1.8369, -4.0149, -2.0898], [0.5071, -3.3264, -2.1485], [0.3255, -2.2606, -3.2157], [-0.3885, -3.7261, -1.4688], [2.3314, -3.4929, -1.2511], [2.4419, -3.8908, -3.0078], [1.7601, -5.0972, -1.7955], [1.2280, -1.8831, -3.7109], [-0.1973, -1.3887, -2.8229], [-0.3961, -2.6924, -3.9417], [-0.4356, 7.4459, -4.3647], [-0.3531, 5.8633, -4.3205], [0.4045, 5.2738, -3.1277], [-0.8762, 5.2317, -5.1784], [0.5965, 7.7645, -4.3697], [-0.8420, 7.8239, -3.4962], [-1.0420, 7.7339, -5.2409], [-0.1775, 5.3650, -2.1968], [1.3619, 5.7764, -2.9379], [0.5079, 4.2327, -3.4464], [-1.2784, -4.9502, 5.6709], [-1.8170, -4.1970, 4.4384], [-2.1597, -2.7018, 4.4945], [-2.0379, -4.7868, 3.4499], [-2.1084, -5.1017, 6.3992], [-0.6558, -4.2249, 6.2490], [-0.7835, -5.8087, 5.3639], [-2.2993, -2.4590, 3.4925], [-1.4113, -2.1741, 5.0692], [-3.1474, -2.5265, 4.9096], [6.0190, -1.1396, 2.2571], [6.1409, 0.3323, 1.8447], [5.5183, 1.3805, 2.7603], [6.7400, 0.6018, 0.8035], [6.8034, -1.8101, 1.8009], [5.0096, -1.4561, 2.1132], [6.1445, -1.2819, 3.3493], [5.7998, 1.1780, 3.8159], [4.4470, 1.4116, 2.6830], [5.9274, 2.4244, 2.6194]],
  "forces_ev_per_a": [[2.2, -1.2, -0.1], [-1.7, 2.8, -1.7], [-0.5, -0.7, 0.5], [1.5, 0.9, 0.6], [-0.1, 0.8, 0.8], [0.1, 0.1, 0.7], [1.2, 0.5, 1.0], [-0.4, 1.2, 0.0], [-1.0, -0.2, 0.2], [-0.1, 0.1, 0.6], [-0.1, -0.4, 0.6], [0.9, -1.4, 0.5], [0.3, 0.4, 0.1], [-0.6, -0.5, -1.6], [0.5, -0.1, -0.2], [-1.3, -1.5, -0.8], [0.4, 0.3, 0.8], [-0.2, -0.1, -1.4], [-0.3, 0.1, -0.2], [0.4, 0.3, 0.1], [-1.3, -1.7, -0.2], [0.2, 0.0, 0.0], [0.2, 0.9, 0.9], [0.2, 0.6, 0.1], [1.5, 0.0, 0.6], [-2.1, 0.4, 0.4], [-0.7, -1.5, 0.9], [0.3, -0.9, 0.0], [0.7, 0.4, -2.3], [0.1, -0.5, -0.7], [-0.2, 0.0, 0.1], [0.0, -0.2, 0.0], [-1.2, -0.5, -0.8], [0.6, -0.4, 0.4], [0.9, 0.0, -1.0], [-0.1, 0.0, 0.0], [-0.4, 0.5, -0.3], [0.8, 0.3, -0.5], [0.8, 0.8, 0.2], [-0.4, 0.7, -0.1], [0.1, -0.1, 0.6], [0.0, 0.6, 0.4], [-0.6, -0.9, 1.1], [-0.6, -0.1, -0.2], [-1.3, -2.2, 1.6], [-1.6, 0.1, -0.3], [0.0, 0.8, -0.6], [0.9, -0.9, 1.6], [-0.9, 0.5, 0.4], [-1.5, 1.4, 1.4], [1.8, -0.4, -1.8], [1.9, 1.8, -0.6], [-0.2, 0.4, -0.3], [-0.2, 0.4, -0.4], [0.7, -0.1, 0.0], [-0.1, -1.0, 0.0], [-0.2, 0.6, -1.3], [0.3, -0.3, 0.4], [0.3, 0.2, -0.1], [1.0, -0.7, -0.4], [-0.1, -0.1, -0.3], [0.0, -0.2, 0.0], [0.7, -0.2, -0.1], [0.0, 0.5, 0.0], [-0.2, -1.3, 0.2], [-1.3, 0.8, 0.7], [-1.1, -0.1, -1.5], [-0.5, -0.6, -0.8], [0.7, 0.3, -0.3], [0.1, -0.4, 0.4], [0.5, -1.2, -0.1], [-0.9, 0.4, -0.2], [0.7, 0.0, -0.4], [0.7, -0.5, 0.9], [-0.1, 0.3, 0.2], [0.2, 0.6, 0.3], [-1.0, 0.8, 0.8], [0.9, 0.3, 1.1], [-0.2, -0.6, 0.8], [0.0, 0.4, -1.0], [-0.5, 0.4, -0.5], [0.8, 0.5, -0.1], [-0.3, 0.0, 0.0], [-0.3, -0.5, 0.0], [0.1, 0.0, 0.0], [0.3, -0.3, 0.0], [-0.8, 0.1, -0.1], [0.7, 0.4, 0.6], [-0.2, 0.6, -1.6], [1.9, -0.2, 0.0], [0.2, 1.7, -1.4], [0.5, 0.7, -0.8], [-0.4, -0.6, 0.4], [-1.4, -1.3, 1.8], [1.6, 0.1, -1.0], [-0.3, -0.8, 0.0], [-0.4, -0.3, 0.2], [0.2, -0.2, 0.0], [-1.0, -0.2, 1.7], [-0.2, 0.5, 0.1], [-0.4, 0.1, -0.1], [0.5, -0.3, 0.6], [0.4, -0.3, -0.2], [-0.8, 0.3, 0.0], [0.5, 0.1, 0.0], [-0.2, 0.2, -0.7], [0.1, 0.8, -0.1], [-0.2, -0.4, -0.3], [-0.8, -0.2, 0.4], [0.5, 0.0, 1.1], [0.7, -0.5, -0.6], [-0.4, -0.9, 1.0], [-1.8, -0.1, 0.3], [2.7, 1.5, -0.8], [-0.7, -1.8, 0.4], [-1.2, -0.3, 0.2], [-0.9, -0.1, -0.1], [-0.3, -0.1, 0.2], [0.9, 0.5, 0.4], [0.6, 0.3, 0.1], [0.4, 0.7, -0.5], [-0.1, 0.6, -0.2], [0.2, -0.1, -0.2], [-0.1, 0.3, -0.2], [-0.4, 0.0, 1.0], [-0.5, -0.7, -0.1], [-0.5, 0.4, 0.5], [0.0, -1.2, -0.2], [0.0, 0.6, 1.1], [0.0, 0.5, 0.2], [-0.5, 0.1, 0.1], [1.2, 0.3, -0.9], [-0.2, -0.1, -0.4], [1.2, 0.0, -0.3], [-0.1, 0.3, 0.3], [0.5, -0.2, -0.9], [-0.5, 1.1, -0.6], [-0.1, -1.1, 0.1], [-1.3, -0.7, -0.8], [-0.4, -1.4, 0.1], [-0.1, -0.7, -1.1], [0.0, 0.2, -1.6], [-0.1, 0.8, 1.2], [-0.1, 0.6, 1.2], [0.1, 0.2, -0.3], [0.3, 0.5, 0.3], [1.2, -0.1, 0.8], [0.2, 0.2, -0.3], [-0.1, 1.5, 0.7], [0.7, -0.7, -0.9], [-0.5, 0.2, 0.2], [0.3, -0.4, 0.2], [0.8, -0.4, 0.4], [0.8, -0.5, -1.7], [-0.7, 0.4, -0.1], [-1.3, 0.1, 0.9], [0.3, -0.2, -0.3], [-0.3, -0.1, 0.5], [-0.1, 1.1, -0.3], [-0.1, -0.5, 0.1], [0.0, 0.0, 0.3], [0.6, 0.2, 0.1], [0.6, -2.5, -1.9], [0.1, 3.1, 1.4], [-0.4, -0.3, -0.7], [-0.3, -1.3, -0.7], [0.3, 0.5, -0.5], [-1.1, 0.7, 2.0], [0.6, 0.0, 0.4], [0.0, -0.2, -0.4], [-0.2, -0.2, -0.3], [0.4, 0.0, 0.7], [-1.2, 3.6, 1.2], [-0.1, 1.2, 3.2], [0.1, -1.5, 1.5], [-0.4, -1.8, -3.0], [0.3, -0.4, -0.8], [0.1, -0.8, -0.5], [0.8, -1.6, -0.3], [0.4, 1.0, -1.7], [0.1, 0.5, -0.2], [-0.1, -0.2, 0.6], [1.5, 0.1, 1.1], [1.1, -0.4, -1.2], [1.6, 1.1, 0.7], [-1.0, 0.1, 1.5], [-1.2, 0.9, 0.0], [-0.8, -0.6, -0.6], [0.0, 0.4, -0.3], [-0.4, -0.3, -0.5], [-0.6, -0.1, -0.1], [-0.5, -1.2, -0.5]]
}